# 1
2 unconnected molecules or ions with the total composition C26H47ClFN2O5. Source: the OMol25 dataset; level of theory: ωB97M-V/def2-TZVPD.

```
82
Properties=species:S:1:pos:R:3:forces:R:3:lowdin_charge:R:1
Cl -1.4132 2.7122 0.6233 -0.011 0.096 -0.092 0.91
F 0.4914 -0.6788 -2.1282 -0.025 -0.244 -0.003 -0.03
O -1.0487 0.6338 -4.2981 -0.003 0.039 -0.002 -0.14
O -2.0563 2.3426 3.2279 0.023 -0.004 0.185 -0.16
O 0.2612 0.6368 0.1380 0.112 -0.288 -0.092 -0.11
O 0.7972 3.6948 3.4266 -0.124 -0.161 -0.309 -0.18
O 3.4871 0.5284 1.7841 0.003 -0.007 -0.018 -0.13
N -0.8555 0.0974 0.7454 -0.276 -0.252 0.124 -0.03
N -3.5811 -1.1059 -1.4757 -0.058 0.055 0.165 0.11
C -1.9825 0.0122 -3.4528 0.048 0.013 -0.051 -0.22
C 0.4737 -1.9378 -1.5532 0.021 -0.043 -0.031 -0.17
C -4.4182 0.1395 0.9097 0.146 0.168 0.108 -0.04
C -3.2027 0.7296 0.1839 0.066 -0.065 0.200 -0.25
C -0.4509 2.3647 -5.8093 0.014 0.059 0.009 -0.07
C 2.7588 0.5796 4.1346 -0.050 0.120 -0.058 -0.07
C -2.1920 1.0935 2.6521 0.083 -0.263 0.006 -0.19
C 3.8111 0.1567 3.1198 0.012 -0.085 0.160 -0.24
C -1.5388 -0.9446 -0.0862 -0.460 -0.131 0.043 -0.15
C -0.4107 3.8322 4.1471 -0.008 0.097 0.080 -0.18
C -2.5986 -0.1800 -0.9435 0.181 0.017 0.122 -0.40
C 3.5880 -6.1585 -3.0673 0.003 0.000 -0.002 -0.08
C 2.1705 4.4071 1.6105 -0.019 -0.026 0.034 -0.06
C 1.2800 1.0117 1.0977 -0.059 0.170 0.195 -0.11
C -2.0753 0.7040 -2.0865 0.149 0.010 -0.156 -0.10
C 3.7590 -5.4546 -1.8833 0.002 0.011 -0.002 -0.09
C -1.9932 1.1181 1.1021 0.028 0.652 -0.226 -0.54
C 1.2025 4.8454 2.6939 0.046 0.097 0.102 -0.25
C 1.3814 -5.4783 -1.5339 -0.051 0.056 0.032 -0.12
C 2.6543 -5.1149 -1.1152 -0.012 0.023 -0.002 -0.11
C 2.3357 -0.0720 1.2529 -0.047 -0.051 -0.038 -0.19
C -1.5204 1.8377 -4.8822 -0.023 0.047 -0.082 -0.28
C 1.2093 -6.1828 -2.7173 0.006 0.024 -0.015 -0.09
C -1.0422 2.4602 4.2324 0.027 -0.015 -0.018 -0.14
C 2.3153 -6.5235 -3.4835 0.000 0.006 -0.009 -0.08
C -0.6744 -2.1158 -0.5400 0.292 0.197 -0.068 -0.07
H -1.4499 0.4030 3.0817 -0.113 -0.047 0.023 0.13
H 0.5177 -5.2184 -0.9315 0.001 -0.043 0.022 0.09
H 2.7890 -4.5742 -0.1857 0.005 -0.016 0.010 0.10
H 1.6773 5.5656 3.3687 -0.048 -0.017 0.026 0.12
H -1.6335 -1.0180 -3.3517 -0.021 -0.010 0.016 0.11
H 0.8112 1.2901 2.0461 0.042 0.074 -0.020 0.10
H -0.2316 4.2434 5.1461 0.077 -0.013 -0.016 0.13
H 1.6460 4.1480 0.6898 0.013 -0.003 0.000 0.07
H -1.0992 4.5035 3.6224 -0.017 -0.007 0.051 0.13
H -3.1708 0.6787 2.8736 -0.104 0.031 0.038 0.12
H -0.2429 -2.5547 0.3661 -0.054 -0.049 -0.005 0.12
H 3.9919 -0.9237 3.1665 -0.015 0.016 -0.001 0.12
H -2.7541 1.5540 -2.1685 -0.010 -0.027 -0.037 0.12
H -4.1779 -0.5837 1.6893 0.014 -0.201 -0.113 0.08
H 0.3892 -2.6806 -2.3485 -0.022 0.106 -0.034 0.12
H 0.3137 5.3197 2.2637 0.055 0.072 -0.012 0.12
H 1.9860 -0.8932 1.8931 -0.008 -0.037 -0.051 0.13
H 1.9193 -0.1186 4.1883 -0.003 -0.020 -0.039 0.07
H 3.1957 0.6386 5.1313 -0.009 -0.068 0.006 0.09
H 0.5052 2.4151 -5.2886 -0.005 0.017 0.009 0.08
H 1.4373 -2.1034 -1.0681 -0.024 0.117 -0.010 0.10
H 1.7393 1.9154 0.7048 -0.048 -0.115 -0.124 0.12
H -2.1914 -1.3936 0.6782 0.071 -0.095 -0.013 0.16
H -4.0592 -1.6326 -0.7580 0.025 -0.079 0.035 0.08
H 2.1853 -7.0761 -4.4045 0.001 0.000 -0.003 0.11
H 4.7573 0.6508 3.3288 -0.008 0.056 -0.053 0.12
H -0.3356 1.7220 -6.6807 0.013 -0.027 0.017 0.08
H -1.4730 2.2482 5.2139 -0.043 0.071 -0.029 0.14
H 2.7160 3.5265 1.9532 0.109 0.079 0.026 0.07
H -1.7546 2.5808 -4.1094 0.045 -0.028 0.042 0.12
H 2.5616 -0.4835 0.2652 0.041 0.030 -0.001 0.13
H -0.2449 1.7383 4.0255 -0.020 -0.059 0.183 0.11
H -3.1685 -1.7710 -2.1172 -0.023 0.135 -0.132 0.09
H -3.5197 1.6850 -0.2273 -0.090 -0.201 -0.254 0.12
H -4.9832 0.9398 1.3870 0.041 -0.009 0.071 0.10
H 2.8947 5.1879 1.3845 -0.038 0.022 -0.038 0.08
H -1.0885 1.1058 -1.8601 -0.013 -0.032 0.068 0.11
H 2.3711 1.5701 3.8816 0.070 0.021 0.067 0.06
H 0.2171 -6.4691 -3.0414 -0.001 -0.014 0.006 0.10
H -2.4467 1.6388 -5.4373 -0.016 -0.007 0.039 0.12
H -0.5723 -0.3462 1.6227 0.213 0.066 -0.023 0.17
H -0.7106 3.3677 -6.1489 -0.005 -0.019 -0.036 0.08
H 4.7527 -5.1756 -1.5582 0.002 -0.001 0.001 0.10
H -2.9681 0.0009 -3.9321 -0.007 -0.124 0.042 0.13
H -1.3813 -2.8630 -0.9055 -0.027 0.048 -0.036 0.12
H -5.0876 -0.3242 0.1912 -0.081 0.086 -0.011 0.08
H 4.4490 -6.4253 -3.6656 0.002 -0.004 0.000 0.11
```
Positions in Å, forces in eV/Å.

## Properties
Largest force on an atom ... 0.7 eV Å⁻¹
Charge ... +1
Molecular weight ... 522.1 g/mol
Frontier orbital gap ... 8.69 eV
2S+1 ... 1
LUMO level ... -2.74 eV
HOMO energy ... -0.4203 Ha
Calculated total energy ... -2064.2672 Ha

---

# 2
2 unconnected molecules or ions with the total composition C4H6FP in a non-equilibrium geometry. Source: the OMol25 dataset; level of theory: ωB97M-V/def2-TZVPD.

```
12
Properties=species:S:1:pos:R:3:forces:R:3:nbo_charge:R:1
P -0.3466 -0.4893 2.0324 -2.330 -1.514 0.220 0.42
F -1.4998 -0.1401 -2.1043 2.150 -3.417 1.818 -0.30
C 0.7428 1.5696 0.5154 0.050 1.579 1.240 -0.68
C -0.8371 -1.3141 -1.6880 -0.756 -0.261 -2.593 0.37
C -0.3744 -2.4506 -1.8178 -1.146 2.567 0.160 -0.34
C -0.3487 0.6894 0.8958 0.054 -1.191 0.819 -0.57
H 0.1966 2.3465 0.0606 0.364 1.251 -1.728 0.22
H 0.8626 -0.4766 2.6763 1.291 0.774 0.253 -0.07
H 1.4087 0.9780 -0.0271 1.065 -0.365 -1.845 0.23
H -1.1892 0.6545 0.1907 0.112 0.238 0.559 0.23
H 1.3872 2.1009 1.2361 -0.620 -0.712 0.564 0.22
H -0.0021 -3.4682 -1.9701 -0.235 1.051 0.533 0.26
```
Positions in Å, forces in eV/Å.

## Properties
Largest force on an atom ... 4.4 eV Å⁻¹
Molecular weight ... 104.1 g/mol
Frontier orbital gap ... 9.48 eV
2S+1 ... 1
LUMO level ... 0.26 eV
HOMO energy ... -0.3391 Ha
Calculated total energy ... -597.0234 Ha
SMILES string ... [H]/P=C\C.C#CF

---

# 3
A molecular structure, BF4Sn in a non-equilibrium geometry. Source: the OMol25 dataset; level of theory: ωB97M-V/def2-TZVPD.

```
6
Properties=species:S:1:pos:R:3:forces:R:3:nbo_charge:R:1
Sn -1.3095 -0.2254 -2.1097 -0.728 0.252 0.506 1.87
F 0.7297 -1.0484 1.1741 -0.287 0.846 -1.308 -0.52
F 1.0620 1.1725 0.6210 0.051 -0.232 -0.880 -0.50
F -1.0133 0.3378 0.7658 -1.930 0.157 -1.006 -0.55
F 0.2342 -0.3005 -0.8785 1.063 -1.516 -5.269 -0.60
B 0.2970 0.0641 0.4272 1.830 0.492 7.956 1.31
```
Positions in Å, forces in eV/Å.

## Properties
Largest force on an atom ... 8.2 eV Å⁻¹
Charge ... +1
Molecular weight ... 205.5 g/mol
Frontier orbital gap ... 7.60 eV
2S+1 ... 1
LUMO level ... -8.84 eV
HOMO energy ... -0.6039 Ha
Calculated total energy ... -638.4526 Ha

---

# 4
A molecular structure, C18H31ClN4O in a non-equilibrium geometry. Source: the OMol25 dataset; level of theory: ωB97M-V/def2-TZVPD.

```
55
Properties=species:S:1:pos:R:3:forces:R:3:nbo_charge:R:1
Cl -3.6654 2.4751 0.2339 -0.620 -0.055 -0.392 -0.06
O 1.8211 -2.9790 0.1891 -1.012 -8.005 -1.370 -0.75
N -5.1794 0.4788 -0.6063 -4.077 4.933 -4.167 -0.12
N -5.1424 -0.7267 -0.5545 -4.244 -12.153 -2.045 -0.31
N -1.2594 0.7771 0.6853 -1.316 0.035 6.232 -0.46
N 1.3441 -0.2521 0.1516 6.264 2.230 2.012 -0.53
C -0.8641 0.4668 -0.6347 -1.672 0.411 1.060 -0.26
C 3.6987 2.5165 -0.8244 8.886 7.381 -10.199 -0.38
C -3.5334 -0.2220 0.6505 6.102 4.107 3.549 -0.16
C 2.5310 2.0607 -0.5408 0.376 -6.789 13.828 -0.36
C -0.1078 -1.8330 -0.5270 -4.488 -6.124 0.482 -0.35
C 4.9998 0.6091 -0.0569 5.673 -0.931 -5.955 -0.39
C 5.0318 2.1499 -0.2262 -1.893 -3.921 -1.386 -0.39
C 1.0142 -0.2003 1.4827 -0.614 4.584 6.462 -0.25
C -4.1042 -1.2410 0.1694 -5.392 -4.201 -1.902 0.13
C -3.9784 -2.6769 0.5214 2.221 -0.610 -0.234 -0.66
C 3.8395 -0.0639 0.3926 -0.145 -2.443 5.708 -0.44
C -0.0738 1.1555 1.6762 -2.388 -5.262 -0.733 -0.24
C -4.1266 0.7832 -0.0619 7.282 8.655 5.952 0.17
C 0.2847 -0.3818 -0.6587 -0.283 -6.275 -4.541 -0.12
C -6.1958 1.3770 -1.3762 -2.384 -4.015 3.343 -0.40
C 2.7176 0.4633 -0.3315 -5.525 1.682 5.125 0.03
C -2.3123 -0.2528 1.5736 3.063 -0.795 -9.301 -0.20
C 0.9379 -2.9932 -0.8902 -7.408 -2.917 13.485 0.00
H 0.6268 -1.0960 2.0994 0.284 1.059 -1.640 0.21
H 0.6907 -0.6059 -1.6671 -0.044 1.481 -0.425 0.21
H -1.7272 -1.2277 1.5312 -1.536 1.009 0.535 0.21
H -2.9937 -3.0749 0.1507 -0.419 0.622 0.357 0.22
H 5.0517 2.5565 0.6801 0.366 1.878 4.165 0.19
H -0.9598 -2.1679 -1.4222 1.423 1.398 2.822 0.19
H -4.6227 -3.1915 -0.1493 -1.248 -0.859 0.294 0.24
H 5.2163 0.1471 -1.2036 -0.976 1.469 1.930 0.16
H 5.9445 2.3927 -0.7343 -0.095 0.511 -0.740 0.23
H 3.7326 3.7182 -1.0510 -0.225 -2.510 0.586 0.20
H 0.3001 2.0025 1.1520 0.895 1.016 0.627 0.20
H 1.8085 0.2412 2.2765 -0.832 -1.321 -2.362 0.22
H -5.7377 1.9012 -2.1318 0.969 0.876 -1.787 0.22
H 1.2733 -2.6925 -1.6335 6.248 4.057 -12.737 0.11
H -2.3598 0.1735 2.4443 -0.510 2.377 4.856 0.19
H 3.9333 -1.2755 0.4969 -0.230 2.947 -0.852 0.23
H 0.4401 -4.0869 -0.9708 1.143 2.762 0.237 0.17
H -3.9365 -2.9452 1.6231 -0.834 0.447 -1.382 0.23
H -7.0854 0.6558 -1.6272 2.151 1.180 -0.209 0.24
H 2.1969 -2.2623 0.5111 1.906 5.768 1.280 0.48
H 3.8239 0.2436 1.5139 -0.703 -0.509 -1.341 0.20
H -6.6868 2.0232 -0.6391 0.701 0.171 -0.087 0.22
H 2.5746 2.2998 0.7115 -1.567 -0.243 -2.269 0.12
H -0.4462 1.3430 -0.9960 -0.057 2.667 -1.312 0.18
H -0.4913 -2.2306 0.7141 0.794 1.296 -4.112 0.18
H -0.5002 1.1768 2.7949 1.055 0.590 -2.700 0.20
H 2.6973 0.0566 -1.1854 0.365 -2.765 -7.141 0.17
H 5.9861 0.1874 0.2017 -0.465 0.411 1.335 0.23
H 3.7100 2.0780 -1.9209 1.258 1.145 0.695 0.17
H 1.6412 2.0226 -0.8273 -7.159 1.508 -3.504 0.23
H -1.7780 0.1473 -1.1790 0.936 0.043 -0.131 0.23
```
Positions in Å, forces in eV/Å.

## Properties
Largest force on an atom ... 15.7 eV Å⁻¹
Molecular weight ... 354.9 g/mol
Frontier orbital gap ... 7.70 eV
2S+1 ... 1
LUMO level ... 0.74 eV
HOMO energy ... -0.2557 Ha
Calculated total energy ... -1458.2617 Ha